Record 1
{"formula": "C48H120O24", "method": "ωB97M-V with the def2-TZVPD basis set", "symbols": ["C", "O", "C", "C", "O", "C", "H", "H", "H", "H", "H", "H", "H", "H", "H", "H", "C", "O", "C", "C", "O", "C", "H", "H", "H", "H", "H", "H", "H", "H", "H", "H", "C", "O", "C", "C", "O", "C", "H", "H", "H", "H", "H", "H", "H", "H", "H", "H", "C", "O", "C", "C", "O", "C", "H", "H", "H", "H", "H", "H", "H", "H", "H", "H", "C", "O", "C", "C", "O", "C", "H", "H", "H", "H", "H", "H", "H", "H", "H", "H", "C", "O", "C", "C", "O", "C", "H", "H", "H", "H", "H", "H", "H", "H", "H", "H", "C", "O", "C", "C", "O", "C", "H", "H", "H", "H", "H", "H", "H", "H", "H", "H", "C", "O", "C", "C", "O", "C", "H", "H", "H", "H", "H", "H", "H", "H", "H", "H", "C", "O", "C", "C", "O", "C", "H", "H", "H", "H", "H", "H", "H", "H", "H", "H", "C", "O", "C", "C", "O", "C", "H", "H", "H", "H", "H", "H", "H", "H", "H", "H", "C", "O", "C", "C", "O", "C", "H", "H", "H", "H", "H", "H", "H", "H", "H", "H", "C", "O", "C", "C", "O", "C", "H", "H", "H", "H", "H", "H", "H", "H", "H", "H"], "positions_angstrom": [[-0.25, -3.83, -0.88], [0.24, -4.92, -1.59], [-0.07, -6.24, -1.11], [0.67, -7.35, -1.73], [2.07, -7.21, -1.64], [2.90, -8.22, -2.20], [0.18, -2.90, -1.24], [0.04, -3.86, 0.17], [-1.33, -3.74, -0.97], [-1.14, -6.45, -1.19], [0.13, -6.20, -0.04], [0.31, -7.52, -2.74], [0.42, -8.34, -1.34], [2.88, -9.14, -1.61], [3.95, -7.92, -2.17], [2.61, -8.57, -3.19], [-0.38, -0.57, 4.44], [0.30, -1.14, 3.34], [0.87, -2.41, 3.47], [1.46, -2.89, 2.18], [2.54, -2.10, 1.76], [3.34, -2.68, 0.78], [-1.03, -1.34, 4.88], [-1.00, 0.29, 4.19], [0.38, -0.32, 5.18], [0.01, -3.03, 3.75], [1.51, -2.50, 4.34], [0.68, -3.06, 1.44], [1.95, -3.84, 2.41], [3.90, -1.90, 0.27], [2.76, -3.22, 0.03], [4.08, -3.37, 1.19], [-1.16, -2.83, -3.24], [-2.38, -2.73, -2.52], [-2.99, -1.48, -2.47], [-2.02, -0.48, -1.71], [-1.12, 0.21, -2.61], [-0.39, 1.34, -2.13], [-1.22, -2.28, -4.18], [-1.08, -3.85, -3.62], [-0.27, -2.51, -2.70], [-3.92, -1.59, -1.92], [-3.23, -1.04, -3.44], [-1.47, -1.02, -0.94], [-2.65, 0.25, -1.20], [0.49, 0.92, -1.66], [-1.02, 1.91, -1.45], [-0.08, 1.94, -2.99], [1.85, -4.06, -8.04], [1.36, -3.18, -6.96], [0.57, -3.88, -6.01], [1.21, -3.96, -4.63], [1.55, -2.66, -4.11], [2.23, -2.71, -2.93], [2.53, -3.48, -8.67], [0.97, -4.45, -8.55], [2.43, -4.86, -7.59], [0.34, -4.88, -6.37], [-0.38, -3.35, -5.96], [2.07, -4.59, -4.86], [0.52, -4.45, -3.94], [3.24, -3.08, -3.04], [1.75, -3.33, -2.18], [2.32, -1.74, -2.43], [-1.23, -3.54, 1.12], [-2.44, -3.03, 1.63], [-2.19, -2.03, 2.58], [-3.42, -1.45, 3.31], [-3.68, -0.20, 2.78], [-4.80, 0.43, 3.30], [-0.71, -2.85, 0.45], [-1.57, -4.40, 0.54], [-0.56, -3.91, 1.90], [-1.53, -1.27, 2.17], [-1.62, -2.57, 3.34], [-3.29, -1.37, 4.39], [-4.22, -2.18, 3.21], [-4.60, 0.75, 4.33], [-5.67, -0.22, 3.24], [-5.09, 1.27, 2.67], [6.19, 4.54, 1.37], [5.92, 3.76, 0.25], [4.58, 3.40, -0.03], [3.78, 2.55, 0.97], [4.36, 1.26, 1.11], [3.47, 0.26, 1.62], [6.05, 3.93, 2.26], [5.48, 5.37, 1.34], [7.23, 4.87, 1.40], [4.50, 2.76, -0.92], [4.01, 4.26, -0.38], [2.75, 2.38, 0.66], [3.68, 3.08, 1.92], [2.53, 0.26, 1.08], [3.31, 0.46, 2.68], [3.96, -0.71, 1.50], [-3.36, 3.30, -1.88], [-3.35, 2.38, -0.80], [-4.59, 1.72, -0.53], [-4.44, 0.47, 0.32], [-4.19, -0.69, -0.47], [-3.76, -1.80, 0.28], [-3.29, 2.87, -2.88], [-2.47, 3.91, -1.76], [-4.21, 3.98, -1.76], [-5.05, 1.42, -1.47], [-5.30, 2.43, -0.09], [-5.35, 0.27, 0.90], [-3.82, 0.64, 1.20], [-2.80, -1.66, 0.79], [-3.74, -2.67, -0.38], [-4.49, -1.96, 1.07], [-6.57, 4.73, 3.76], [-5.53, 4.74, 2.83], [-4.68, 3.59, 2.74], [-3.78, 3.57, 1.55], [-2.62, 4.40, 1.72], [-1.45, 4.11, 0.93], [-7.35, 4.03, 3.45], [-7.03, 5.71, 3.82], [-6.26, 4.46, 4.77], [-5.26, 2.67, 2.67], [-4.10, 3.53, 3.66], [-4.33, 3.84, 0.65], [-3.53, 2.52, 1.40], [-1.62, 4.29, -0.13], [-1.14, 3.07, 1.04], [-0.65, 4.79, 1.22], [2.50, 4.26, -3.60], [1.90, 5.48, -3.09], [2.14, 5.67, -1.66], [1.06, 5.03, -0.86], [1.08, 3.65, -0.95], [0.22, 3.08, 0.07], [3.55, 4.22, -3.30], [2.51, 4.25, -4.69], [2.00, 3.33, -3.34], [1.95, 6.72, -1.47], [3.13, 5.40, -1.28], [0.13, 5.42, -1.26], [1.20, 5.33, 0.18], [-0.85, 3.25, 0.00], [0.58, 3.48, 1.02], [0.30, 1.99, 0.13], [1.86, 1.35, 3.98], [0.64, 2.05, 4.15], [0.21, 2.17, 5.45], [-0.93, 3.23, 5.53], [-2.19, 2.78, 4.97], [-2.20, 2.95, 3.56], [2.11, 1.31, 2.92], [1.78, 0.33, 4.34], [2.66, 1.77, 4.59], [1.05, 2.61, 6.00], [-0.04, 1.22, 5.92], [-0.65, 4.22, 5.17], [-1.11, 3.32, 6.60], [-3.24, 2.78, 3.30], [-1.62, 2.19, 3.03], [-1.88, 3.96, 3.28], [-2.08, 1.28, 1.21], [-0.67, 1.53, 0.87], [0.31, 0.77, 1.56], [0.46, -0.58, 0.94], [0.91, -0.54, -0.43], [0.89, -1.79, -1.07], [-2.34, 1.46, 2.25], [-2.39, 0.24, 1.08], [-2.72, 1.96, 0.65], [0.12, 0.79, 2.64], [1.23, 1.34, 1.40], [-0.45, -1.17, 1.04], [1.23, -1.14, 1.47], [1.39, -1.67, -2.03], [-0.10, -2.14, -1.36], [1.48, -2.52, -0.51], [4.69, -0.28, -0.72], [4.09, 0.11, -1.93], [2.93, 0.88, -1.71], [2.30, 1.49, -2.97], [1.79, 0.69, -4.04], [2.85, -0.01, -4.63], [5.48, -1.00, -0.92], [4.02, -0.96, -0.19], [5.12, 0.55, -0.15], [3.23, 1.73, -1.11], [2.23, 0.30, -1.11], [2.96, 2.18, -3.50], [1.49, 2.12, -2.58], [3.22, -0.75, -3.92], [3.68, 0.67, -4.86], [2.76, -0.49, -5.61]], "energy_ev": -100810.7772, "homo_lumo_gap_ha": 0.3099}

***

Record 2
{"formula": "C48H120O32P8", "method": "ωB97M-V with the def2-TZVPD basis set", "symbols": ["C", "C", "O", "P", "O", "O", "C", "C", "O", "C", "C", "H", "H", "H", "H", "H", "H", "H", "H", "H", "H", "H", "H", "H", "H", "H", "C", "C", "O", "P", "O", "O", "C", "C", "O", "C", "C", "H", "H", "H", "H", "H", "H", "H", "H", "H", "H", "H", "H", "H", "H", "H", "C", "C", "O", "P", "O", "O", "C", "C", "O", "C", "C", "H", "H", "H", "H", "H", "H", "H", "H", "H", "H", "H", "H", "H", "H", "H", "C", "C", "O", "P", "O", "O", "C", "C", "O", "C", "C", "H", "H", "H", "H", "H", "H", "H", "H", "H", "H", "H", "H", "H", "H", "H", "C", "C", "O", "P", "O", "O", "C", "C", "O", "C", "C", "H", "H", "H", "H", "H", "H", "H", "H", "H", "H", "H", "H", "H", "H", "H", "C", "C", "O", "P", "O", "O", "C", "C", "O", "C", "C", "H", "H", "H", "H", "H", "H", "H", "H", "H", "H", "H", "H", "H", "H", "H", "C", "C", "O", "P", "O", "O", "C", "C", "O", "C", "C", "H", "H", "H", "H", "H", "H", "H", "H", "H", "H", "H", "H", "H", "H", "H", "C", "C", "O", "P", "O", "O", "C", "C", "O", "C", "C", "H", "H", "H", "H", "H", "H", "H", "H", "H", "H", "H", "H", "H", "H", "H"], "positions_angstrom": [[1.61, -5.60, -6.18], [0.30, -5.30, -6.91], [0.58, -3.91, -7.39], [-0.56, -2.84, -7.75], [-1.89, -3.49, -7.83], [-0.09, -2.18, -9.10], [-0.30, -2.85, -10.37], [0.86, -2.53, -11.23], [-0.52, -1.49, -6.76], [0.73, -0.98, -6.26], [0.38, -0.71, -4.69], [1.53, -5.02, -5.27], [1.71, -6.65, -5.91], [2.54, -5.29, -6.66], [0.24, -5.84, -7.86], [-0.63, -5.48, -6.38], [-0.13, -3.91, -10.16], [-1.32, -2.63, -10.69], [1.78, -2.75, -10.69], [0.97, -3.19, -12.10], [0.89, -1.53, -11.65], [1.67, -1.51, -6.41], [0.79, -0.12, -6.91], [0.15, -1.67, -4.25], [1.28, -0.36, -4.19], [-0.52, -0.12, -4.50], [3.86, 6.66, -0.58], [4.70, 5.54, -1.15], [3.97, 4.40, -0.96], [4.36, 3.10, -1.77], [5.82, 3.00, -2.17], [4.06, 1.95, -0.68], [5.13, 1.20, -0.05], [4.98, 1.91, 1.32], [3.13, 2.89, -2.83], [1.94, 2.30, -2.52], [0.87, 2.51, -3.55], [3.26, 6.36, 0.28], [4.58, 7.26, -0.03], [3.28, 7.14, -1.38], [4.94, 5.79, -2.18], [5.68, 5.46, -0.68], [4.75, 0.18, 0.02], [6.08, 1.18, -0.58], [5.94, 1.79, 1.82], [4.95, 3.00, 1.22], [4.04, 1.56, 1.74], [2.27, 1.26, -2.47], [1.60, 2.52, -1.51], [0.47, 3.53, -3.54], [1.05, 2.30, -4.61], [0.06, 1.86, -3.23], [3.73, 1.41, 5.88], [4.37, 0.06, 5.71], [5.04, 0.07, 4.42], [6.53, -0.50, 4.15], [6.95, -0.61, 2.71], [7.40, 0.49, 5.10], [7.78, 1.70, 4.52], [9.23, 1.99, 5.06], [6.51, -1.88, 4.97], [7.72, -2.68, 4.93], [8.60, -2.32, 6.19], [3.43, 1.37, 6.93], [4.51, 2.17, 5.78], [2.99, 1.53, 5.09], [5.10, -0.21, 6.47], [3.68, -0.78, 5.75], [7.69, 1.83, 3.44], [7.04, 2.37, 4.97], [9.73, 1.02, 5.17], [9.70, 2.74, 4.44], [9.08, 2.31, 6.09], [7.40, -3.68, 5.22], [8.31, -2.88, 4.04], [9.49, -2.93, 6.09], [8.98, -1.30, 6.24], [8.03, -2.49, 7.10], [1.39, -5.95, 1.29], [2.49, -6.86, 1.74], [3.68, -6.14, 1.74], [4.12, -5.05, 2.89], [5.49, -4.45, 2.65], [2.88, -3.95, 2.98], [2.77, -2.98, 1.95], [2.25, -1.67, 2.56], [4.09, -5.90, 4.29], [4.71, -5.47, 5.53], [3.95, -5.75, 6.82], [1.18, -5.19, 2.04], [1.37, -5.66, 0.24], [0.52, -6.60, 1.33], [2.40, -7.48, 2.63], [2.64, -7.56, 0.92], [3.76, -2.88, 1.51], [1.98, -3.35, 1.29], [1.36, -1.22, 2.11], [1.89, -1.66, 3.59], [3.05, -0.99, 2.26], [5.67, -5.99, 5.61], [5.11, -4.47, 5.40], [4.46, -5.52, 7.76], [3.14, -5.03, 6.74], [3.39, -6.69, 6.90], [2.13, -9.80, -3.34], [1.10, -9.07, -4.17], [0.47, -7.88, -3.64], [-0.83, -7.80, -2.61], [-0.53, -8.19, -1.20], [-1.88, -8.83, -3.32], [-2.89, -8.32, -4.13], [-3.67, -9.46, -4.79], [-1.33, -6.30, -2.87], [-0.75, -5.25, -2.10], [0.61, -4.76, -2.62], [1.71, -10.03, -2.36], [2.38, -10.79, -3.73], [2.99, -9.17, -3.09], [1.70, -8.70, -5.00], [0.40, -9.73, -4.68], [-3.54, -7.71, -3.51], [-2.39, -7.83, -4.97], [-4.04, -9.23, -5.79], [-2.99, -10.30, -4.87], [-4.52, -9.68, -4.14], [-1.48, -4.45, -2.22], [-0.60, -5.35, -1.02], [1.10, -4.11, -1.88], [1.36, -5.54, -2.71], [0.68, -4.23, -3.57], [-7.25, 1.81, 0.26], [-8.09, 1.40, 1.49], [-9.22, 2.17, 1.37], [-10.43, 1.70, 0.45], [-10.20, 1.75, -1.01], [-10.88, 0.32, 1.24], [-11.34, 0.51, 2.60], [-10.94, -0.78, 3.30], [-11.60, 2.74, 0.85], [-11.60, 4.14, 1.25], [-11.03, 4.65, 2.54], [-7.45, 2.69, -0.35], [-6.23, 1.67, 0.62], [-7.28, 1.03, -0.50], [-8.40, 0.37, 1.70], [-7.75, 1.69, 2.49], [-10.90, 1.37, 3.09], [-12.42, 0.63, 2.61], [-11.22, -0.88, 4.35], [-11.03, -1.77, 2.85], [-9.86, -0.80, 3.46], [-11.26, 4.64, 0.34], [-12.62, 4.52, 1.30], [-11.25, 3.99, 3.38], [-9.97, 4.89, 2.64], [-11.48, 5.62, 2.79], [0.84, 2.18, 1.97], [-0.02, 1.79, 3.16], [-0.69, 0.66, 2.61], [-2.12, 0.77, 1.95], [-3.31, 0.89, 2.81], [-1.92, 2.13, 1.02], [-2.94, 2.55, 0.11], [-2.33, 3.77, -0.58], [-2.17, -0.42, 0.82], [-1.21, -0.35, -0.26], [-1.85, -1.01, -1.39], [1.30, 1.36, 1.43], [0.26, 2.70, 1.21], [1.62, 2.88, 2.26], [0.69, 1.44, 3.91], [-0.74, 2.48, 3.60], [-3.06, 1.75, -0.62], [-3.83, 2.94, 0.61], [-2.13, 4.53, 0.18], [-1.36, 3.58, -1.04], [-3.04, 4.11, -1.34], [-0.89, 0.64, -0.61], [-0.36, -0.87, 0.17], [-1.36, -1.03, -2.37], [-2.01, -2.07, -1.21], [-2.82, -0.56, -1.58], [-1.35, 12.24, 2.41], [-2.40, 11.17, 2.84], [-2.43, 10.27, 1.80], [-1.60, 8.99, 1.89], [-0.69, 8.81, 3.02], [-2.77, 7.82, 1.80], [-3.85, 7.67, 0.84], [-5.23, 7.54, 1.47], [-0.91, 9.00, 0.34], [0.25, 8.11, 0.17], [-0.40, 6.89, -0.56], [-1.34, 12.64, 1.40], [-1.53, 13.14, 3.00], [-0.29, 11.99, 2.48], [-2.12, 10.60, 3.73], [-3.30, 11.75, 3.05], [-3.99, 8.59, 0.28], [-3.67, 6.94, 0.06], [-5.57, 6.51, 1.54], [-5.34, 8.03, 2.44], [-5.96, 8.10, 0.89], [0.99, 8.63, -0.42], [0.64, 7.64, 1.08], [-0.68, 6.93, -1.61], [0.29, 6.04, -0.55], [-1.32, 6.57, -0.08]], "energy_ev": -191565.4279, "smiles": "CCOP(=O)(OCC)OCC.CCOP(=O)(OCC)OCC.CCOP(=O)(OCC)OCC.CCOP(=O)(OCC)OCC.CCOP(=O)(OCC)OCC.CCOP(=O)(OCC)OCC.CCOP(=O)(OCC)OCC.CCOP(=O)(OCC)OCC", "homo_lumo_gap_ha": 0.3941}